Below is C36H61Br36N4O4S3 as an isolated structure, with properties calculated with the ωB97M-V functional and the def2-TZVPD basis.

Summary:
- LUMO energy: -3.240 eV
- Frontier orbital gap: 7.051 eV
- Energy: -2606488.485 eV
- Net charge: +1

Element x y z (Å)
C -4.320 3.416 -3.035
C -3.546 2.005 -2.817
C -4.588 0.848 -2.374
C -4.303 -0.503 -3.188
N -3.071 -1.148 -2.630
C -1.922 -1.101 -3.547
C -0.656 -1.954 -3.169
C -0.138 -1.832 -1.667
C -0.493 -0.469 -0.920
C 0.166 -0.290 0.535
C -0.987 -0.805 1.509
C -0.664 -0.729 3.070
C 0.347 1.339 0.657
C 1.913 1.704 0.953
C 2.238 3.137 0.326
C 3.611 3.783 0.837
N 4.262 4.687 -0.151
C 1.871 2.009 2.530
C 3.200 1.622 3.345
C 2.794 0.534 4.434
N 3.198 -0.870 4.439
O 2.066 0.934 5.380
N 2.600 0.479 0.438
S 3.341 0.495 -1.165
C 2.209 1.014 -2.522
O 3.936 -0.826 -1.559
O 4.493 1.482 -1.169
C 1.680 -0.692 0.797
O 2.140 -2.023 0.535
C -3.312 -2.430 -1.990
S -3.763 -2.391 -0.353
S -3.228 -4.098 -2.757
C -1.869 -5.103 -1.953
C -2.055 -5.309 -0.375
C -1.602 -6.741 0.183
H -4.068 4.122 -2.183
H -5.449 3.279 -3.123
H -3.963 3.852 -4.027
H -2.783 2.093 -1.962
H -3.006 1.742 -3.791
H -5.656 1.214 -2.539
H -4.453 0.614 -1.263
H -4.149 -0.258 -4.301
H -5.156 -1.245 -3.092
H -1.608 0.001 -3.655
H -2.259 -1.409 -4.602
H -0.734 -3.075 -3.402
H 0.205 -1.595 -3.847
H -0.543 -2.707 -1.041
H 1.010 -1.890 -1.720
H -1.629 -0.488 -0.737
H -0.319 0.393 -1.637
H -1.228 -1.898 1.262
H -1.981 -0.246 1.362
H -0.729 0.313 3.515
H 0.326 -1.234 3.367
H -1.471 -1.350 3.603
H -0.418 1.692 1.417
H 0.105 1.969 -0.257
H 2.223 3.187 -0.807
H 1.400 3.837 0.682
H 4.340 2.923 1.044
H 3.447 4.304 1.845
H 5.267 4.454 -0.107
H 3.903 4.551 -1.103
H 1.678 3.122 2.700
H 0.998 1.470 3.026
H 3.512 2.554 3.932
H 4.097 1.341 2.706
H 2.735 -1.276 5.276
H 2.788 -1.402 3.654
H 3.435 0.230 1.022
H 2.755 1.608 -3.338
H 1.381 1.720 -2.152
H 1.646 0.137 -3.005
H 1.782 -0.656 1.947
H 3.075 -2.100 0.834
H -1.818 -6.152 -2.418
H -0.832 -4.633 -2.096
H -1.426 -4.488 0.130
H -3.131 -5.117 -0.048
H -0.750 -6.550 0.931
H -1.320 -7.472 -0.636
H -2.475 -7.130 0.821
C -3.458 -4.146 4.172
Br -4.418 -2.655 3.389
Br -4.650 -5.596 4.656
Br -2.014 -4.752 3.027
H -3.005 -3.786 5.093
C -5.236 1.789 2.452
Br -3.942 2.074 3.869
Br -5.527 3.396 1.408
Br -4.753 0.281 1.332
H -6.183 1.543 2.930
C 5.057 7.697 -1.988
Br 3.436 6.962 -2.755
Br 6.542 7.623 -3.233
Br 4.780 9.489 -1.302
H 5.321 7.069 -1.140
C 8.153 0.311 -1.542
Br 8.052 -1.388 -2.472
Br 8.762 0.096 0.286
Br 9.225 1.601 -2.513
H 7.141 0.708 -1.495
C 3.843 -4.338 -3.413
Br 5.282 -3.099 -3.023
Br 2.516 -4.382 -2.001
Br 3.038 -3.986 -5.142
H 4.284 -5.332 -3.464
C 8.000 7.225 -6.941
Br 9.220 7.624 -5.487
Br 7.772 8.743 -8.124
Br 8.530 5.630 -7.907
H 7.030 7.020 -6.495
C -9.547 2.882 3.957
Br -8.257 3.163 5.377
Br -9.815 4.484 2.900
Br -9.075 1.360 2.852
H -10.498 2.649 4.431
C 6.563 1.498 6.703
Br 4.938 0.756 5.945
Br 8.034 1.448 5.441
Br 6.278 3.282 7.407
H 6.841 0.865 7.542
C 1.146 -8.614 -1.511
Br 0.968 -10.291 -0.557
Br 2.974 -8.292 -2.069
Br -0.087 -8.500 -3.004
H 0.880 -7.822 -0.815
C -9.144 -2.831 4.184
Br -7.911 -1.540 4.940
Br -9.166 -2.752 2.246
Br -8.793 -4.625 4.829
H -10.140 -2.558 4.525
C 0.703 10.505 -1.968
Br 1.001 9.998 -3.815
Br 0.166 12.360 -1.808
Br -0.548 9.313 -1.088
H 1.656 10.403 -1.453
C -5.283 -8.713 1.492
Br -6.564 -8.663 2.946
Br -5.381 -7.119 0.391
Br -3.482 -9.038 2.131
H -5.553 -9.555 0.858

---

Below is C41H45NOsP2 as an isolated structure, with properties calculated with the ωB97M-V functional and the def2-TZVPD basis.

Summary:
- Spin multiplicity: 5
- LUMO energy (spin up / spin down): -5.877 / -7.176 eV
- Relative energy (zero: lowest compared OMol25 entry of this formula, charge and spin): 64.6 kcal per mole
- Frontier orbital gap (spin up / spin down): 6.173 / 6.598 eV
- Energy: -65757.847 eV
- Net charge: +2

Element x y z (Å)
Os -0.238 0.327 -1.695
C -1.901 0.905 -2.894
C -1.615 -0.493 -2.848
C -0.703 -1.143 -3.817
C 0.713 -0.434 -4.073
C 1.195 0.458 -3.004
C 0.632 1.795 -2.700
C -0.242 2.609 -3.592
C -1.529 1.868 -3.953
C 1.935 0.373 2.060
H -2.894 1.167 -2.509
H -2.361 -1.123 -2.305
H -1.372 -1.184 -4.682
H -0.618 -2.178 -3.446
H 1.393 -1.305 -4.134
H 0.683 0.052 -5.081
H 2.227 0.318 -2.635
H 1.381 2.409 -2.105
H 0.235 3.030 -4.499
H -0.535 3.526 -3.068
H -2.298 2.627 -4.058
H -1.466 1.425 -4.953
H 1.032 0.952 2.042
H 2.707 0.995 2.537
H 1.688 -0.474 2.722
P -1.678 -1.222 -0.310
P 2.414 -0.125 0.423
C 0.173 -1.666 -0.927
C 1.466 -1.384 -0.448
C -2.418 -2.660 0.313
C -2.267 -3.920 -0.346
C -3.150 -4.940 0.036
C -4.025 -4.696 1.119
C -4.085 -3.482 1.849
C -3.238 -2.459 1.450
C -2.662 0.243 -0.094
C -2.077 1.517 -0.237
C -2.802 2.631 0.087
C -4.183 2.528 0.242
C -4.816 1.290 0.106
C -4.062 0.121 0.000
C 3.849 -1.101 0.778
C 3.617 -2.396 1.276
C 4.688 -3.121 1.787
C 5.967 -2.541 1.768
C 6.180 -1.226 1.302
C 5.094 -0.489 0.836
C 2.993 1.453 -0.402
C 2.512 2.671 0.143
C 2.978 3.913 -0.288
C 3.935 3.983 -1.303
C 4.457 2.811 -1.851
C 3.991 1.565 -1.413
H 0.109 -2.597 -1.527
H 2.203 -1.956 -1.035
H -1.509 -4.033 -1.129
H -3.131 -5.901 -0.513
H -4.702 -5.499 1.432
H -4.774 -3.303 2.696
H -3.172 -1.482 1.957
H -0.935 1.700 -0.580
H -2.246 3.571 0.161
H -4.744 3.471 0.288
H -5.894 1.244 0.013
H -4.540 -0.849 -0.137
H 2.606 -2.806 1.266
H 4.529 -4.135 2.173
H 6.815 -3.120 2.130
H 7.181 -0.778 1.290
H 5.209 0.554 0.524
H 1.782 2.688 0.956
H 2.608 4.816 0.180
H 4.290 4.950 -1.651
H 5.268 2.864 -2.598
H 4.412 0.660 -1.877
C -1.597 2.892 2.963
C -1.661 1.496 3.408
C -2.456 0.948 4.485
C -2.141 -0.409 4.549
C -1.204 -0.654 3.483
C -0.606 -1.938 3.121
N -0.936 0.504 2.829
H -2.581 3.245 2.606
H -0.886 2.977 2.125
H -1.268 3.543 3.797
H -3.133 1.549 5.084
H -2.455 -1.173 5.238
H 0.170 -2.224 3.856
H -1.372 -2.736 3.108
H -0.140 -1.881 2.121